# 1
{"formula": "C24H70N4O9", "method": "ωB97M-V/def2-TZVPD", "relative_energy_kcal_mol": 0.0, "e_tot_ha": -1852.413372, "smiles": "COC[C@H](C)N.COC[C@H](C)N.COC[C@H](C)N.COC[C@H](C)N.CCO.CCO.CCO.CCO.O", "homo_energy_ha": -0.34614, "orbital_gap_ev": 9.9, "symbols": ["C", "O", "C", "C", "C", "N", "H", "H", "H", "H", "H", "H", "H", "H", "H", "H", "H", "C", "O", "C", "C", "C", "N", "H", "H", "H", "H", "H", "H", "H", "H", "H", "H", "H", "C", "O", "C", "C", "C", "N", "H", "H", "H", "H", "H", "H", "H", "H", "H", "H", "H", "C", "O", "C", "C", "C", "N", "H", "H", "H", "H", "H", "H", "H", "H", "H", "H", "H", "C", "C", "O", "H", "H", "H", "H", "H", "H", "C", "C", "O", "H", "H", "H", "H", "H", "H", "C", "C", "O", "H", "H", "H", "H", "H", "H", "C", "C", "O", "H", "H", "H", "H", "H", "H", "O", "H", "H"], "xyz": [[-7.857, -19.572, 16.909], [-7.631, -18.338, 17.542], [-8.760, -17.485, 17.420], [-8.356, -16.078, 17.847], [-7.869, -16.011, 19.263], [-9.568, -15.254, 17.750], [-6.896, -20.089, 16.864], [-8.148, -19.434, 15.858], [-8.624, -20.190, 17.391], [-9.257, -17.532, 16.448], [-9.507, -17.776, 18.172], [-7.602, -15.669, 17.159], [-7.603, -14.985, 19.520], [-6.987, -16.663, 19.315], [-8.500, -16.446, 20.041], [-9.363, -14.259, 17.846], [-9.961, -15.192, 16.807], [-11.312, -16.036, 20.971], [-11.079, -17.202, 21.712], [-11.446, -18.349, 20.972], [-11.065, -19.607, 21.739], [-10.796, -20.799, 20.866], [-12.147, -19.936, 22.725], [-11.372, -15.155, 21.615], [-12.272, -15.961, 20.441], [-10.532, -15.865, 20.221], [-12.521, -18.350, 20.759], [-10.843, -18.376, 20.050], [-10.118, -19.440, 22.272], [-11.651, -21.026, 20.220], [-10.740, -21.690, 21.499], [-9.858, -20.704, 20.318], [-11.615, -20.327, 23.506], [-12.425, -19.040, 23.131], [-5.958, -13.393, 16.877], [-5.025, -14.433, 16.746], [-4.477, -14.815, 18.018], [-3.692, -16.080, 17.831], [-4.556, -17.312, 17.599], [-2.764, -16.230, 18.998], [-6.631, -13.712, 17.687], [-6.543, -13.189, 15.985], [-5.550, -12.439, 17.242], [-3.860, -13.959, 18.308], [-5.299, -14.921, 18.739], [-3.024, -15.957, 16.976], [-3.917, -18.117, 17.242], [-5.248, -17.090, 16.780], [-5.194, -17.479, 18.465], [-2.088, -16.925, 18.678], [-3.251, -16.781, 19.708], [-8.991, -21.559, 12.926], [-8.162, -20.497, 13.339], [-7.018, -20.232, 12.538], [-7.431, -19.606, 11.197], [-6.294, -18.798, 10.589], [-8.553, -18.670, 11.346], [-8.504, -22.536, 12.794], [-9.499, -21.340, 11.985], [-9.609, -21.745, 13.803], [-6.370, -19.589, 13.127], [-6.506, -21.172, 12.315], [-7.660, -20.409, 10.486], [-5.387, -19.383, 10.428], [-6.103, -17.847, 11.095], [-6.564, -18.358, 9.619], [-9.292, -19.094, 11.903], [-9.002, -18.492, 10.453], [-7.009, -20.307, 20.269], [-6.793, -20.992, 21.591], [-6.112, -20.095, 22.482], [-6.133, -20.125, 19.642], [-7.512, -19.347, 20.406], [-7.668, -20.850, 19.578], [-6.145, -21.865, 21.461], [-7.761, -21.292, 21.991], [-5.171, -20.231, 22.352], [-8.294, -12.173, 20.578], [-7.895, -11.448, 19.315], [-8.880, -10.490, 18.875], [-8.236, -11.539, 21.467], [-7.591, -12.983, 20.779], [-9.320, -12.517, 20.468], [-7.872, -12.169, 18.489], [-6.871, -11.066, 19.267], [-8.507, -9.639, 19.130], [-12.385, -16.634, 13.757], [-10.917, -16.155, 13.686], [-10.710, -15.600, 12.405], [-13.083, -15.848, 13.473], [-12.645, -17.011, 14.743], [-12.369, -17.401, 12.978], [-10.291, -17.052, 13.751], [-10.790, -15.523, 14.572], [-9.765, -15.454, 12.292], [-12.060, -19.515, 16.883], [-11.730, -19.966, 15.452], [-12.846, -20.716, 14.960], [-11.374, -18.706, 17.160], [-11.933, -20.265, 17.662], [-13.071, -19.112, 16.850], [-10.864, -20.637, 15.453], [-11.536, -19.141, 14.772], [-12.801, -21.593, 15.350], [-11.043, -12.899, 16.105], [-10.419, -12.163, 16.093], [-11.219, -13.055, 17.041]]}

# 2
{"formula": "C24H72AsB3F6N4Na2Sn", "method": "ωB97M-V/def2-TZVPD", "e_tot_ha": -4624.919721, "homo_energy_ha": -0.32802, "orbital_gap_ev": 6.5, "symbols": ["Na", "Na", "Sn", "B", "H", "H", "H", "H", "B", "H", "H", "H", "H", "B", "H", "H", "H", "H", "As", "F", "F", "F", "F", "F", "F", "C", "C", "N", "C", "C", "C", "C", "H", "H", "H", "H", "H", "H", "H", "H", "H", "H", "H", "H", "H", "H", "H", "C", "C", "N", "C", "C", "C", "C", "H", "H", "H", "H", "H", "H", "H", "H", "H", "H", "H", "H", "H", "H", "H", "C", "C", "N", "C", "C", "C", "C", "H", "H", "H", "H", "H", "H", "H", "H", "H", "H", "H", "H", "H", "H", "H", "C", "C", "N", "C", "C", "C", "C", "H", "H", "H", "H", "H", "H", "H", "H", "H", "H", "H", "H", "H", "H", "H"], "xyz": [[-2.003, 1.483, 1.598], [1.322, -0.656, 1.705], [1.424, 3.344, 0.031], [-0.181, 0.647, -0.033], [-1.038, 1.083, -0.584], [-0.377, -0.409, 0.234], [0.778, 0.660, -0.676], [0.032, 1.261, 0.849], [2.819, 1.463, 1.947], [3.526, 2.370, 1.844], [2.752, 0.987, 0.933], [3.221, 0.690, 2.687], [1.769, 1.807, 2.269], [-0.651, 3.584, 2.576], [-0.708, 3.440, 1.463], [-1.660, 3.309, 2.980], [0.128, 2.831, 2.942], [-0.316, 4.657, 2.800], [-0.191, -0.443, 4.610], [-0.704, -0.009, 2.964], [-1.836, -0.565, 5.181], [0.434, -0.795, 6.212], [1.501, -0.526, 4.023], [-0.141, 1.240, 5.065], [-0.303, -2.182, 4.299], [4.516, 5.017, -3.519], [3.866, 4.421, -2.266], [3.555, 2.978, -2.320], [2.892, 2.593, -3.565], [1.956, 1.377, -3.365], [4.681, 2.088, -2.021], [5.123, 2.169, -0.549], [3.964, 4.715, -4.410], [5.556, 4.701, -3.585], [4.411, 6.101, -3.484], [4.609, 4.653, -1.501], [2.949, 4.989, -2.086], [2.277, 3.377, -4.011], [3.626, 2.436, -4.365], [1.854, 0.901, -4.341], [2.241, 0.636, -2.622], [1.009, 1.834, -3.073], [5.470, 2.507, -2.655], [4.485, 1.033, -2.187], [6.079, 2.682, -0.449], [5.131, 1.164, -0.134], [4.436, 2.745, 0.071], [5.126, -1.991, -0.528], [4.030, -1.427, 0.408], [3.359, -2.344, 1.368], [2.757, -3.442, 0.644], [1.586, -3.130, -0.304], [4.375, -2.672, 2.396], [3.937, -3.683, 3.442], [5.645, -1.198, -1.067], [4.663, -2.567, -1.337], [5.810, -2.691, -0.054], [4.489, -0.630, 1.001], [3.333, -0.764, -0.111], [3.444, -4.138, 0.138], [2.429, -4.159, 1.406], [1.346, -3.992, -0.923], [0.740, -2.671, 0.204], [1.987, -2.415, -1.031], [4.677, -1.792, 2.962], [5.304, -3.050, 1.954], [2.933, -3.414, 3.790], [4.641, -3.741, 4.267], [3.656, -4.679, 3.085], [-4.577, 2.714, -0.359], [-4.965, 2.495, 1.106], [-4.570, 1.204, 1.618], [-5.002, 0.032, 0.815], [-3.852, -0.974, 0.682], [-4.981, 1.004, 3.011], [-4.152, 1.777, 4.048], [-5.180, 2.107, -1.032], [-3.509, 2.560, -0.535], [-4.736, 3.736, -0.710], [-4.471, 3.328, 1.611], [-6.053, 2.635, 1.186], [-5.871, -0.476, 1.247], [-5.449, 0.382, -0.115], [-4.046, -1.689, 1.477], [-3.919, -1.365, -0.334], [-2.888, -0.478, 0.744], [-4.980, -0.045, 3.314], [-6.070, 1.161, 3.038], [-4.886, 2.064, 4.808], [-3.673, 2.720, 3.791], [-3.423, 1.165, 4.578], [-2.709, -4.346, -0.827], [-3.356, -4.097, -2.183], [-3.391, -2.650, -2.462], [-4.305, -2.362, -3.587], [-5.755, -2.557, -3.162], [-2.039, -2.244, -2.902], [-1.779, -0.751, -3.013], [-3.096, -3.631, -0.091], [-1.648, -4.099, -0.835], [-3.025, -5.255, -0.315], [-2.818, -4.739, -2.889], [-4.372, -4.460, -2.022], [-4.090, -2.945, -4.490], [-4.256, -1.317, -3.896], [-6.466, -2.070, -3.837], [-6.001, -2.036, -2.236], [-6.035, -3.609, -3.156], [-1.264, -2.703, -2.282], [-1.799, -2.767, -3.842], [-0.748, -0.586, -3.329], [-2.473, -0.391, -3.771], [-1.868, -0.244, -2.053]]}

Q: Number 2 is which compound?
A: C24H72AsB3F6N4Na2Sn